(1)
7
Properties=species:S:1:pos:R:3:forces:R:3 method="wB97M-V/def2-TZVPD" e_homo_ev=-1.891 e_tot_ha=-525.58244 charge=-1
C -0.3396 -0.3689 1.6827 4.9 1.9 0.2
C 0.0588 0.4203 -0.9820 1.5 0.3 2.0
O -1.3914 -0.7416 1.5240 -3.8 -1.5 -0.3
O 0.7289 -0.0145 2.0424 -1.1 -0.5 -0.1
I 1.0413 -1.2450 -2.0780 -0.3 0.8 0.2
H -0.8771 0.6573 -1.4402 -0.2 0.3 -0.9
H 0.7791 1.2924 -0.7489 -1.0 -1.4 -1.1



(2)
47
Properties=species:S:1:pos:R:3:forces:R:3 method="wB97M-V/def2-TZVPD" e_homo_ev=-8.443 smiles=OCCN1CCN(Cc2cccc(Oc3ccc(Cl)cc3)c2)CC1 e_tot_ha=-1457.97026
O -4.7041 -3.4148 -1.3617 0.4 -0.3 -0.3
C -5.4110 -2.4092 -0.6763 -0.1 0.2 0.3
C -4.7261 -1.9391 0.6152 -0.2 0.0 -0.2
N -4.0072 -0.6869 0.4472 0.0 0.0 0.1
C -3.5706 -0.1585 1.7274 0.0 0.3 0.0
C -2.9147 1.2047 1.5409 -0.1 -0.2 0.2
N -1.7628 1.0657 0.6742 -0.1 0.1 0.0
C -0.9988 2.2925 0.5481 -0.1 0.0 0.1
C 0.3282 2.0382 -0.1150 0.2 0.1 -0.1
C 0.8664 2.9395 -1.0233 -0.1 0.0 0.1
C 2.0911 2.6842 -1.6158 0.0 0.0 0.0
C 2.7938 1.5321 -1.3158 0.1 -0.2 0.0
C 2.2636 0.6315 -0.3977 -0.3 0.4 -0.1
O 2.8617 -0.5703 -0.1023 -0.2 -0.1 0.0
C 4.2201 -0.6697 -0.0223 0.6 -0.1 0.1
C 5.0412 0.3707 0.4033 -0.3 -0.1 0.0
C 6.4045 0.1746 0.5187 0.1 -0.2 0.0
C 6.9498 -1.0625 0.2165 -0.2 0.0 0.0
Cl 8.6566 -1.3031 0.3584 0.2 0.0 0.0
C 6.1403 -2.1109 -0.1923 0.1 0.1 0.0
C 4.7794 -1.9126 -0.3115 -0.3 0.3 0.0
C 1.0362 0.8873 0.1981 0.3 -0.1 0.0
C -2.2019 0.5652 -0.6129 0.0 -0.3 -0.2
C -2.8627 -0.7977 -0.4393 0.0 0.2 -0.1
H -3.8178 -3.0978 -1.5680 -0.1 0.0 0.0
H -5.5896 -1.5389 -1.3223 -0.1 0.0 0.1
H -6.3739 -2.8653 -0.4390 0.0 0.1 0.0
H -5.4912 -1.7648 1.3748 0.0 0.0 0.0
H -4.0677 -2.7495 0.9779 -0.1 0.0 0.0
H -4.4429 -0.0551 2.3769 0.0 0.0 0.0
H -2.8474 -0.8362 2.2149 0.0 0.0 0.0
H -2.5851 1.5824 2.5121 0.0 0.0 0.0
H -3.6569 1.9075 1.1221 0.0 0.0 0.0
H -0.8169 2.6741 1.5591 -0.1 0.0 -0.1
H -1.5528 3.0705 -0.0082 0.1 0.0 0.1
H 0.3251 3.8403 -1.2724 -0.1 0.1 0.0
H 2.5001 3.3839 -2.3293 0.0 0.0 -0.1
H 3.7382 1.3230 -1.7964 0.1 0.0 0.0
H 4.6115 1.3291 0.6539 0.0 0.1 0.0
H 7.0412 0.9798 0.8492 0.1 0.1 0.0
H 6.5732 -3.0724 -0.4184 0.1 -0.1 0.0
H 4.1301 -2.7145 -0.6250 -0.1 -0.1 0.0
H 0.6236 0.1769 0.8959 0.0 -0.1 0.1
H -1.3338 0.4685 -1.2687 -0.1 0.0 0.0
H -2.9250 1.2560 -1.0836 0.1 0.0 0.0
H -3.1998 -1.1372 -1.4209 0.0 0.0 0.0
H -2.1153 -1.5112 -0.0463 0.0 0.0 0.0



(3)
216
Properties=species:S:1:pos:R:3:forces:R:3 method="wB97M-V/def2-TZVPD" e_homo_ev=-9.281 e_tot_ha=-4507.16049
C 17.0700 4.2808 -25.3977 -0.2 -0.2 -1.0
C 17.6065 5.0759 -24.2316 0.1 0.6 0.2
C 19.1024 4.9931 -24.3780 1.6 -0.8 0.4
O 19.4500 4.2178 -25.5630 -1.5 -0.1 -0.1
C 18.2379 3.4700 -25.9464 0.6 0.1 0.8
H 16.7662 4.9535 -26.1997 -0.3 0.0 0.1
H 16.2521 3.6083 -25.1394 -0.1 0.2 0.0
H 17.2635 4.7104 -23.2637 0.0 -0.1 -0.1
H 17.3818 6.1415 -24.2779 -0.6 -0.1 -0.1
H 19.5660 4.5200 -23.5123 -0.1 -0.6 0.1
H 19.6163 5.9536 -24.3397 -0.1 0.2 -0.9
H 18.2110 2.4559 -25.5478 0.5 -0.1 0.7
H 18.1704 3.2508 -27.0120 0.4 0.8 -0.2
C 29.0474 8.6284 -22.1912 -0.3 1.1 -0.4
C 28.8222 7.6944 -23.3723 0.1 0.4 -0.4
C 28.8043 6.4080 -22.6256 -0.4 -0.8 0.3
O 29.9324 6.4959 -21.7718 0.5 0.4 0.9
C 30.0703 7.8754 -21.3483 -0.2 0.2 -1.2
H 28.1250 8.8495 -21.6543 -0.3 -0.5 0.1
H 29.3483 9.6240 -22.5175 0.5 0.0 0.1
H 29.6896 7.6784 -24.0322 0.2 0.2 0.0
H 27.9655 7.9462 -23.9974 -0.2 -0.2 0.2
H 28.8688 5.4799 -23.1934 0.2 0.1 -0.1
H 27.9017 6.3317 -22.0193 -0.3 -0.1 0.1
H 31.0447 8.2562 -21.6545 0.3 -0.4 0.3
H 29.9341 8.0608 -20.2828 0.0 -0.5 0.1
C 19.6121 12.7307 -19.1761 -0.7 -1.8 -2.0
C 18.9803 13.2701 -17.9484 -1.6 -0.1 1.7
C 19.6193 14.6336 -17.7077 1.0 -0.9 -0.2
O 20.0810 14.9551 -19.0112 -0.5 2.1 -1.3
C 20.4973 13.7953 -19.7394 0.9 0.0 2.4
H 18.8841 12.5221 -19.9601 -0.4 -0.2 0.2
H 20.1160 11.7704 -19.0670 0.2 0.1 0.3
H 18.8901 12.5513 -17.1340 1.1 0.0 0.4
H 17.9029 13.4032 -18.0465 -0.1 0.5 -0.8
H 20.4903 14.6765 -17.0538 0.3 -0.7 0.3
H 18.9688 15.3669 -17.2310 -0.4 0.3 -0.9
H 21.4997 13.5813 -19.3686 0.6 0.0 -0.4
H 20.5286 13.8373 -20.8282 -0.4 0.7 0.2
C 17.3303 14.1379 -22.5792 2.1 0.4 -0.3
C 16.3174 14.3386 -21.4744 0.9 -0.9 0.0
C 15.9762 12.8727 -21.1931 -0.9 0.4 -1.2
O 15.8869 12.2939 -22.5381 1.0 -0.3 0.9
C 17.0909 12.7595 -23.2113 -1.3 1.2 -0.4
H 18.3365 14.0082 -22.1807 0.1 0.4 0.7
H 17.4996 14.9848 -23.2443 -0.7 -0.1 -0.4
H 15.4911 14.9229 -21.8793 -0.3 -0.2 0.5
H 16.7705 14.7637 -20.5789 -0.2 0.5 -0.1
H 15.0279 12.8312 -20.6571 -0.2 -0.6 -0.3
H 16.7241 12.3121 -20.6324 0.3 0.3 0.2
H 16.8780 12.7923 -24.2798 -0.2 0.0 0.0
H 18.0475 12.2499 -23.0954 -0.5 -1.1 0.4
C 15.9333 9.0458 -20.2546 -2.4 0.7 -0.3
C 17.1416 8.3023 -20.6665 -0.3 -1.0 -1.6
C 18.1575 8.7948 -19.7222 1.7 0.2 0.9
O 17.4908 9.5215 -18.6872 0.1 0.5 0.3
C 16.0804 9.2268 -18.7854 1.4 -0.2 0.8
H 14.9720 8.5849 -20.4817 0.0 -0.2 -0.3
H 15.9200 10.0250 -20.7333 0.0 0.2 0.1
H 17.4385 8.5735 -21.6796 -0.1 -0.3 -0.2
H 16.9573 7.2284 -20.6365 0.2 -0.1 0.2
H 18.8796 9.4217 -20.2455 -0.1 0.7 0.1
H 18.7901 8.0065 -19.3143 -0.3 -0.3 0.4
H 15.4699 9.9941 -18.3093 0.3 0.3 -0.2
H 15.9453 8.3287 -18.1828 -0.5 -0.4 -0.2
C 20.5322 3.4624 -19.3393 -0.8 -0.8 0.5
C 20.3180 3.8867 -20.8100 2.2 -1.2 -0.6
C 19.3670 5.0066 -20.8491 -1.2 0.2 1.3
O 19.1092 5.2084 -19.4670 -1.0 2.6 1.5
C 19.2918 4.0474 -18.6648 -0.5 -0.4 -1.7
H 21.4388 3.8222 -18.8526 0.0 0.2 -0.3
H 20.5093 2.3764 -19.2494 0.3 -0.1 0.0
H 19.9797 3.0179 -21.3746 0.1 0.1 -0.2
H 21.2372 4.2866 -21.2380 0.4 -0.6 -0.1
H 18.4510 4.7815 -21.3953 -0.3 -0.2 0.1
H 19.7379 5.9360 -21.2813 0.2 0.1 0.2
H 18.3684 3.4852 -18.8043 0.1 -0.9 -0.4
H 19.2656 4.1589 -17.5809 0.7 1.1 -0.1
C 19.6298 5.8595 -29.3034 0.2 -0.6 0.0
C 21.1234 5.7966 -29.0493 0.6 0.5 -1.8
C 21.3050 6.6521 -27.8161 0.8 -1.7 -0.8
O 20.2130 7.4990 -27.8614 -0.5 2.8 0.9
C 19.4119 7.3393 -28.9909 -1.4 -2.1 0.0
H 19.0930 5.2543 -28.5728 -0.3 -0.2 -0.3
H 19.4315 5.6160 -30.3472 -0.4 -0.3 0.2
H 21.4160 6.3683 -29.9300 0.8 0.6 0.0
H 21.7614 4.9284 -29.2150 -0.6 -0.5 0.8
H 22.2742 7.1466 -27.8805 -0.1 0.3 0.4
H 21.2266 6.0125 -26.9370 0.2 0.2 0.3
H 19.5299 7.9333 -29.8972 0.8 0.6 0.2
H 18.3742 7.4479 -28.6757 -0.1 0.4 0.1
C 25.6912 12.6225 -25.4483 1.0 0.3 1.0
C 25.9591 11.8607 -24.1124 -2.9 0.5 -0.1
C 26.9868 10.8306 -24.4437 -0.5 0.7 -1.1
O 27.4856 11.2861 -25.7055 2.4 0.6 -1.3
C 27.1359 12.6562 -26.0286 -2.8 -1.1 1.2
H 25.2173 13.6021 -25.3857 0.1 0.1 0.5
H 25.0363 12.0258 -26.0833 0.3 -0.1 -0.2
H 25.0174 11.3665 -23.8736 -0.1 -0.1 0.4
H 26.1568 12.5283 -23.2738 0.4 0.0 -0.1
H 26.5789 9.8675 -24.7509 -0.2 -0.2 0.7
H 27.6632 10.7024 -23.5987 0.7 0.1 -0.4
H 26.9149 12.8819 -27.0718 1.3 -0.7 -0.4
H 27.7658 13.4088 -25.5542 0.2 -0.1 0.0
C 24.1980 9.1394 -26.7180 -0.1 0.2 0.5
C 24.8184 8.7127 -28.0498 0.4 0.7 -0.9
C 24.1464 9.6126 -29.1016 -1.3 -0.8 0.8
O 23.5476 10.6793 -28.3642 1.1 1.6 -0.3
C 23.1432 10.2071 -27.0789 -0.2 -1.7 -1.4
H 24.9352 9.5893 -26.0530 0.1 -0.2 0.0
H 23.7346 8.3039 -26.1933 0.0 0.0 0.0
H 24.7363 7.6619 -28.3277 -0.2 0.0 0.3
H 25.8620 9.0029 -28.1711 0.3 -0.3 0.8
H 23.3264 9.0955 -29.5999 -0.2 -0.3 -0.2
H 24.8486 9.8758 -29.8926 -0.1 0.9 0.3
H 22.1962 9.7121 -27.2941 -0.4 -0.3 0.5
H 22.9319 10.9727 -26.3323 0.5 0.3 -0.3
C 25.3502 2.7380 -20.9198 -0.5 -0.9 -0.8
C 25.4265 2.9141 -22.4769 0.0 -0.1 1.0
C 26.3408 4.1191 -22.6131 -0.7 -1.6 1.1
O 27.2428 3.9021 -21.4934 1.3 1.2 -0.3
C 26.6610 3.2915 -20.3208 -1.7 -0.1 -2.1
H 25.2510 1.6593 -20.7993 -0.3 0.1 0.7
H 24.4702 3.2615 -20.5461 0.0 -0.1 0.2
H 24.4383 2.9944 -22.9299 0.0 0.3 0.1
H 25.8899 2.0235 -22.9012 0.2 0.1 -0.1
H 25.7402 5.0252 -22.5330 0.2 0.4 0.2
H 26.8167 4.0826 -23.5931 0.6 0.3 0.5
H 26.3920 3.9931 -19.5312 0.4 0.3 -0.1
H 27.3081 2.5076 -19.9274 0.2 0.2 -0.2
C 15.0534 8.1460 -24.2724 1.1 -0.5 0.2
C 15.3544 7.8315 -25.7235 0.9 0.1 -0.8
C 16.4327 8.8800 -26.1336 -1.8 0.7 -0.9
O 16.7904 9.5877 -24.9765 1.5 -0.6 0.2
C 15.6857 9.5303 -24.1362 -1.6 0.2 1.2
H 15.6162 7.4468 -23.6540 0.0 0.0 0.2
H 14.0065 8.0389 -23.9883 0.0 0.4 -0.1
H 14.4675 8.0156 -26.3298 0.1 -0.6 -0.2
H 15.8389 6.8679 -25.8812 -0.8 -0.3 0.0
H 15.8996 9.5849 -26.7716 -0.2 0.4 -0.3
H 17.2380 8.5584 -26.7941 0.5 -0.4 0.8
H 14.9367 10.2662 -24.4289 -0.1 0.4 -0.2
H 15.9376 9.7670 -23.1025 0.4 0.1 -0.2
C 27.5567 12.2164 -20.5269 0.6 0.9 -2.4
C 26.3263 11.3883 -20.3908 1.6 -1.2 -0.6
C 26.0737 11.5507 -18.8975 -0.2 -0.2 -2.5
O 26.5786 12.8627 -18.6465 -1.2 -0.1 2.2
C 27.1804 13.4419 -19.7806 0.3 -0.2 0.4
H 27.7328 12.4621 -21.5741 0.5 -0.1 -0.2
H 28.4831 11.8916 -20.0532 -0.2 -0.8 -0.2
H 26.4734 10.3632 -20.7307 0.0 -0.3 0.2
H 25.5481 11.7813 -21.0450 -0.2 0.3 0.3
H 26.5937 10.7708 -18.3412 -0.1 0.3 0.4
H 25.0116 11.3577 -19.0483 -0.7 0.8 2.2
H 28.1232 13.9232 -19.5207 -0.4 0.6 0.4
H 26.4740 14.1330 -20.2405 0.1 0.0 -0.4
C 21.8654 6.9397 -18.8374 -0.4 -0.3 0.1
O 23.1011 7.6930 -18.9319 -0.5 -0.5 -0.1
C 24.2133 6.9529 -19.0343 0.0 -2.3 0.3
O 24.2836 5.7284 -18.9975 -0.3 1.7 -0.1
O 25.2320 7.7714 -19.1559 0.3 1.4 0.0
C 26.5925 7.3703 -19.1969 0.9 -0.7 -0.2
H 21.9044 6.2040 -18.0341 0.3 0.0 -0.1
H 21.5860 6.4384 -19.7641 0.5 0.0 -0.1
H 21.0226 7.5988 -18.6287 0.5 0.5 0.1
H 27.2170 8.1928 -18.8483 -0.4 0.2 0.1
H 26.9251 7.1400 -20.2090 -0.4 0.0 -0.2
H 26.8544 6.4922 -18.6067 -0.6 0.0 0.2
C 18.0699 11.7251 -27.2722 -0.8 1.0 -2.2
O 19.0344 12.6865 -26.8398 1.2 -2.3 0.9
C 18.7709 13.9408 -26.7718 -1.8 3.3 -0.9
O 17.6659 14.4686 -26.9545 2.3 -0.9 0.6
O 19.9566 14.6038 -26.5560 -0.6 -0.9 -0.1
C 20.0272 16.0288 -26.6102 -0.3 0.1 0.7
H 18.0075 11.8830 -28.3489 0.1 0.0 -0.4
H 17.0468 11.9775 -26.9936 0.3 -0.4 0.9
H 18.4019 10.6887 -27.2119 0.2 0.4 1.1
H 19.3622 16.4611 -25.8625 -0.4 0.1 -0.4
H 19.8624 16.4229 -27.6130 -0.2 -0.1 0.1
H 21.0192 16.3097 -26.2563 0.1 -0.3 -0.3
C 22.6788 10.4361 -20.4186 -0.7 0.1 -0.8
O 23.0133 11.2970 -21.5906 -0.3 -0.6 1.2
C 22.0894 11.8482 -22.4163 -2.8 -1.6 2.8
O 20.8507 11.7471 -22.2775 2.9 0.2 -0.5
O 22.7429 12.5136 -23.3029 0.3 0.8 -0.7
C 21.9819 13.0854 -24.3617 -0.1 -0.1 -1.0
H 23.5982 9.9863 -20.0439 0.1 0.2 -0.5
H 21.9635 9.6552 -20.6765 0.2 -0.1 -0.6
H 22.1849 10.8955 -19.5624 0.2 1.0 -0.3
H 21.1539 13.7298 -24.0663 0.3 0.0 0.4
H 21.5513 12.2810 -24.9581 0.0 0.0 -0.1
H 22.7264 13.6199 -24.9518 -0.3 0.1 0.0
C 24.2736 7.8109 -22.7192 0.7 -0.9 -0.2
O 23.4721 8.6641 -23.5188 -1.3 0.5 0.0
C 22.1585 8.3721 -23.6270 -0.5 -1.6 -1.4
O 21.6516 7.3010 -23.2752 0.6 2.5 -0.2
O 21.5605 9.3356 -24.4134 0.3 -1.5 1.4
C 20.1080 9.3074 -24.4388 -0.4 1.1 0.2
H 24.2985 8.1284 -21.6768 -0.1 0.1 -0.1
H 25.2738 7.8115 -23.1524 0.1 0.6 0.1
H 24.0087 6.7578 -22.8132 -0.6 0.1 0.2
H 19.8118 10.1655 -25.0422 0.3 -0.1 -0.2
H 19.7200 9.5593 -23.4519 0.1 -0.3 0.2
H 19.5940 8.4388 -24.8505 0.7 -0.3 0.0
C 26.9476 5.6627 -26.6902 -0.4 -1.2 -0.5
O 25.9693 5.2846 -25.6830 0.4 0.6 0.0
C 24.6709 5.1401 -26.0083 0.9 -0.1 -2.7
O 24.2404 5.2514 -27.1490 0.1 0.1 1.6
O 24.0485 4.7713 -24.9259 0.4 -0.5 1.5
C 22.6583 4.5939 -24.8933 -1.8 0.3 -1.1
H 27.0324 4.8862 -27.4505 -0.4 -0.3 0.0
H 27.9258 5.6191 -26.2114 -0.3 0.7 0.3
H 26.7043 6.5608 -27.2579 0.0 0.3 0.7
H 22.2513 4.0249 -25.7293 0.5 0.0 -0.4
H 22.1980 5.5802 -24.9508 -0.2 -0.1 0.3
H 22.2810 4.0495 -24.0277 0.8 0.3 0.4